Entry 1:
Formula: C24H49Cl8INO5PS
Source: the Open Molecules 2025 dataset
Level of theory: ωB97M-V/def2-TZVPD

Cartesian coordinates (Å):
C: 2.490 -3.633 2.556
C: 2.915 -2.936 1.256
C: 1.922 -3.231 0.122
C: 0.624 -2.411 0.264
P: 0.115 -1.167 -1.093
I: 0.255 -3.225 -2.859
C: -1.768 -1.584 -0.913
C: -2.617 -0.552 -0.171
C: -2.624 -0.742 1.352
C: -3.045 0.545 2.098
C: -1.906 1.208 2.867
C: -1.739 0.636 4.265
O: -0.914 1.429 5.111
C: 0.439 1.424 4.720
C: -0.409 0.040 -2.592
O: -0.746 1.179 -2.201
O: -0.415 -0.388 -3.754
O: 0.080 0.108 0.085
C: 1.206 0.920 0.164
C: 0.781 2.385 0.118
N: 1.754 0.634 1.532
C: 2.243 0.485 -0.939
S: 2.380 1.752 -2.304
C: 3.693 0.271 -0.438
C: 4.348 1.385 0.398
C: 5.359 2.254 -0.374
C: 6.809 1.807 -0.145
C: 5.239 3.717 0.084
O: 1.839 -0.744 -1.408
H: 1.404 -3.737 2.593
H: 2.891 -4.648 2.576
H: 2.801 -3.096 3.453
H: 3.892 -3.336 0.964
H: 3.015 -1.863 1.407
H: 1.672 -4.293 0.231
H: 2.371 -3.127 -0.861
H: -0.202 -3.107 0.387
H: 0.706 -1.865 1.206
H: -2.138 -1.640 -1.936
H: -1.960 -2.565 -0.465
H: -3.659 -0.695 -0.497
H: -2.357 0.472 -0.437
H: -3.311 -1.548 1.613
H: -1.595 -0.970 1.641
H: -3.400 1.269 1.362
H: -3.899 0.336 2.748
H: -0.978 1.068 2.310
H: -2.062 2.286 2.963
H: -2.695 0.520 4.774
H: -1.283 -0.361 4.194
H: 0.717 0.485 4.232
H: 0.651 2.232 4.011
H: 1.054 1.588 5.603
H: 0.387 2.654 -0.857
H: 0.005 2.532 0.872
H: 1.619 3.039 0.384
H: 0.966 0.262 2.048
H: 2.051 1.486 1.990
H: 3.016 0.906 -3.119
H: 3.754 -0.705 0.026
H: 4.290 0.210 -1.351
H: 3.623 2.037 0.874
H: 4.899 0.904 1.211
H: 5.158 2.257 -1.444
H: 7.489 2.623 -0.404
H: 6.988 1.512 0.888
H: 7.070 0.986 -0.816
H: 5.647 3.826 1.093
H: 4.189 4.007 0.143
H: 5.720 4.406 -0.611
C: 2.792 2.937 -6.422
Cl: 3.142 3.460 -4.770
Cl: 1.970 1.378 -6.447
H: 2.149 3.675 -6.886
H: 3.728 2.849 -6.962
C: -3.132 -1.915 -5.966
Cl: -4.670 -2.801 -5.632
Cl: -1.814 -2.345 -4.885
H: -2.861 -2.143 -6.991
H: -3.349 -0.858 -5.855
C: -6.506 -1.614 1.427
Cl: -6.234 0.088 1.066
Cl: -5.934 -2.063 3.046
H: -7.569 -1.816 1.381
H: -5.968 -2.205 0.695
C: -10.610 -0.805 0.113
Cl: -9.049 -0.407 -0.596
Cl: -10.822 -2.550 0.349
H: -10.679 -0.324 1.082
H: -11.395 -0.455 -0.546

Atomic forces in eV per Å
C -0.1565 0.0414 -0.1712
C 0.0437 -0.3255 -0.1909
C -0.0913 -0.1382 0.5144
C 0.5658 -0.6995 -0.3702
P -1.0029 0.9847 0.3868
I 0.6919 -0.9152 0.1744
C -0.1545 0.3547 0.3219
C -0.6433 -0.3845 0.0896
C 0.2259 0.8375 -0.1852
C 0.0227 -0.0408 -0.3231
C -0.0547 0.0231 0.3200
C 0.3718 -0.2347 -0.1607
O -0.0772 -0.0903 0.2362
C -0.0222 0.3030 -0.2076
C 0.0450 0.2373 -0.5268
O -0.1278 -0.1437 0.2926
O 0.3694 0.2843 0.3257
O 0.2401 -0.0166 -0.6011
C -0.1571 0.2212 0.7631
C 0.1270 0.1614 -0.0137
N 0.2233 -0.2497 -0.1992
C 0.4107 -0.7848 0.3874
S -0.3952 0.1622 0.1841
C 0.1256 0.5718 -0.3105
C 0.3944 -0.3547 -0.3069
C 0.2284 0.7576 0.5376
C -0.0563 0.0252 -0.7064
C -0.4243 -0.1889 0.0654
O 0.1908 0.1108 0.1237
H -0.0634 0.1351 0.0539
H 0.0491 -0.0416 0.1452
H 0.1316 -0.0641 0.0562
H 0.1500 0.1911 0.0529
H -0.0552 0.0624 0.0344
H 0.0019 -0.0744 -0.2639
H 0.0355 0.2202 -0.0184
H -0.1384 0.0579 -0.1497
H -0.1603 0.3003 -0.0879
H 0.1458 -0.0389 -0.1232
H 0.1112 -0.0698 -0.0304
H -0.0510 0.1856 -0.0748
H 0.2948 -0.0394 -0.0491
H 0.2756 -0.2904 0.0914
H -0.1095 -0.3977 0.2010
H -0.1062 -0.0361 -0.0683
H 0.0643 0.1348 0.2223
H -0.0481 0.0961 -0.1236
H -0.0951 0.0361 0.0287
H -0.0724 0.1863 0.0237
H -0.1319 -0.1137 0.0009
H 0.0575 -0.0975 0.1581
H -0.0149 -0.0134 -0.0809
H 0.0114 -0.0915 0.0779
H -0.1100 -0.0679 -0.0432
H -0.0953 -0.0365 -0.0296
H 0.0796 0.0090 -0.1008
H 0.0179 0.0067 -0.0112
H -0.0533 0.0283 0.0418
H 0.0547 -0.0831 0.0070
H -0.1412 0.0513 0.2779
H -0.0002 -0.3145 -0.0468
H -0.1572 0.0095 -0.0997
H -0.1158 0.0386 0.1747
H -0.2110 -0.2545 -0.0091
H 0.0880 0.0255 0.0812
H 0.0141 0.0008 0.0610
H -0.0022 -0.2400 0.2114
H 0.1506 0.1437 -0.0230
H -0.0535 0.0270 -0.1061
H 0.2523 0.0217 0.1155
C -0.0557 -0.0612 -0.0391
Cl 0.1459 0.2232 -0.2492
Cl -0.0070 0.0099 0.0046
H -0.0292 0.0015 0.0282
H 0.0207 -0.0138 0.0255
C 0.2964 0.1352 0.0226
Cl -0.0033 0.0083 -0.0421
Cl -1.0657 -0.3342 -0.7878
H -0.0572 -0.0528 -0.0078
H -0.0741 -0.0168 0.0558
C 0.0543 -0.0504 -0.0844
Cl 0.0218 0.0286 0.0859
Cl -0.0407 -0.0038 0.0075
H -0.0103 0.0172 0.0108
H 0.0892 0.0119 0.0482
C -0.0191 0.0770 -0.0184
Cl -0.1874 -0.0190 -0.0916
Cl -0.0141 0.0003 0.0129
H 0.0233 -0.0304 0.0233
H -0.0008 -0.0428 -0.0319

For the LUMO energy, the calculation gives 3.13 eV. Its maximum force is 1.5 eV/A. Its gap between HOMO and LUMO is 3.790 eV. As for the total charge: -2. The HOMO energy is -0.024 Eh.

Entry 2:
Formula: C4H12N2O2
Source: the Open Molecules 2025 dataset
Level of theory: ωB97M-V/def2-TZVPD

Cartesian coordinates (Å):
C: 1.315 1.104 -2.287
N: 0.367 0.188 -1.684
C: -0.118 0.494 -0.327
C: -0.853 -0.797 0.072
N: -2.200 -0.841 -0.001
C: -3.215 0.240 -0.102
O: -0.199 -1.789 0.343
H: 1.871 0.620 -3.082
H: 2.035 1.479 -1.529
H: 0.815 1.995 -2.665
H: 0.828 -0.700 -1.590
H: 0.725 0.730 0.328
H: -0.757 1.351 -0.440
H: -2.617 -1.654 0.419
H: -4.023 -0.178 -0.705
H: -3.662 0.478 0.860
H: -2.763 1.074 -0.596
H: 3.599 -1.602 4.816
H: 4.381 -0.866 3.672
O: 4.470 -1.325 4.499

Atomic forces in eV per Å
C 0.0952 0.7437 1.1839
N -0.0454 -0.5460 -0.1522
C 0.1361 -0.3122 -1.3629
C 0.5241 0.5445 0.1586
N -1.4108 0.7390 0.5863
C 0.6310 -1.4127 -0.2357
O 0.0354 0.0076 0.0903
H -0.0974 -0.0583 -0.1275
H 0.0593 -0.1274 -0.2927
H -0.1036 -0.0332 -0.2346
H 0.0898 -0.4714 -0.1441
H -0.2113 -0.1526 0.4267
H -0.3327 0.4306 0.3907
H 0.4056 -0.5354 -0.1254
H 0.0494 0.2948 -0.2241
H 0.3138 0.3011 0.2008
H -0.1347 0.5934 -0.1324
H 0.2304 0.2558 -0.4420
H -0.4115 0.1695 -0.4191
O 0.1773 -0.4309 0.8555

For the LUMO energy, the calculation gives 0.73 eV. Its energy above the lowest of the compared OMol25 structures with the same formula, charge and spin is 41.75 kcal per mole. The SMILES is CNCC(=O)NC.O. Its maximum force is 1.7 eV/A. Its gap between HOMO and LUMO is 9.738 eV. As for the total charge: 0. The HOMO energy is -0.331 Eh.

Entry 3:
Formula: C10H6N2O2S
Source: the Open Molecules 2025 dataset
Level of theory: ωB97M-V/def2-TZVPD

Cartesian coordinates (Å):
C: 1.284 -2.501 -0.055
C: 0.943 2.766 0.047
C: -0.970 -0.139 -1.626
C: -0.990 -0.152 1.567
C: -0.560 -1.308 -1.142
C: -0.376 -1.301 1.275
C: -0.945 1.146 -0.793
C: -0.975 1.069 0.719
C: 0.392 -1.433 -0.015
C: 0.317 1.489 -0.054
N: 1.998 -3.368 0.064
N: 1.491 3.766 0.040
O: 2.174 0.215 -1.243
O: 2.169 0.082 1.253
S: 1.508 0.097 -0.014
H: -1.599 -0.264 -2.574
H: -1.545 0.164 2.398
H: -0.821 -2.170 -1.709
H: -0.394 -2.047 1.951
H: -1.466 1.991 -1.323
H: -1.633 1.896 1.233

Atomic forces in eV per Å
C -0.0601 -0.3635 0.1301
C -0.4950 -0.9002 -0.3683
C -1.8211 -0.0920 -0.0205
C 0.6428 0.4605 -2.0815
C 0.4837 0.5621 -1.3136
C -0.6122 2.8482 -0.9014
C -0.2118 -0.1642 -2.3346
C -0.9798 2.2585 0.4076
C -1.3285 3.0623 0.7479
C -0.8118 -1.6196 1.3829
N 1.4339 -1.7375 -0.0282
N 0.4139 0.9665 0.1558
O 1.3577 -0.3532 -1.7453
O 0.1898 0.0305 -0.1419
S -1.0067 0.7863 1.3867
H 0.8192 0.9234 1.5673
H -0.5554 -1.0352 1.6555
H 0.1298 -0.7773 -0.1837
H 0.0641 -2.6984 2.0007
H 0.5891 -0.8319 1.0157
H 1.7584 -1.3252 -1.3312

For the LUMO energy, the calculation gives -0.01 eV. Its energy above the lowest of the compared OMol25 structures with the same formula, charge and spin is 36.80 kcal per mole. The SMILES is N#C[C@]12C=C[C@@H]3[C@H](C=C1)[C@]3(C#N)S2(=O)=O. Its maximum force is 3.4 eV/A. Its gap between HOMO and LUMO is 10.217 eV. As for the total charge: 0. The HOMO energy is -0.376 Eh.

Question: gap between HOMO and LUMO of number 3 (C10H6N2O2S)?
Answer: 10.217 eV

Please write out number 3 again, unchanged.
Formula: C10H6N2O2S
Source: the Open Molecules 2025 dataset
Level of theory: ωB97M-V/def2-TZVPD

Cartesian coordinates (Å):
C: 1.284 -2.501 -0.055
C: 0.943 2.766 0.047
C: -0.970 -0.139 -1.626
C: -0.990 -0.152 1.567
C: -0.560 -1.308 -1.142
C: -0.376 -1.301 1.275
C: -0.945 1.146 -0.793
C: -0.975 1.069 0.719
C: 0.392 -1.433 -0.015
C: 0.317 1.489 -0.054
N: 1.998 -3.368 0.064
N: 1.491 3.766 0.040
O: 2.174 0.215 -1.243
O: 2.169 0.082 1.253
S: 1.508 0.097 -0.014
H: -1.599 -0.264 -2.574
H: -1.545 0.164 2.398
H: -0.821 -2.170 -1.709
H: -0.394 -2.047 1.951
H: -1.466 1.991 -1.323
H: -1.633 1.896 1.233

Atomic forces in eV per Å
C -0.0601 -0.3635 0.1301
C -0.4950 -0.9002 -0.3683
C -1.8211 -0.0920 -0.0205
C 0.6428 0.4605 -2.0815
C 0.4837 0.5621 -1.3136
C -0.6122 2.8482 -0.9014
C -0.2118 -0.1642 -2.3346
C -0.9798 2.2585 0.4076
C -1.3285 3.0623 0.7479
C -0.8118 -1.6196 1.3829
N 1.4339 -1.7375 -0.0282
N 0.4139 0.9665 0.1558
O 1.3577 -0.3532 -1.7453
O 0.1898 0.0305 -0.1419
S -1.0067 0.7863 1.3867
H 0.8192 0.9234 1.5673
H -0.5554 -1.0352 1.6555
H 0.1298 -0.7773 -0.1837
H 0.0641 -2.6984 2.0007
H 0.5891 -0.8319 1.0157
H 1.7584 -1.3252 -1.3312

For the LUMO energy, the calculation gives -0.01 eV. Its energy above the lowest of the compared OMol25 structures with the same formula, charge and spin is 36.80 kcal per mole. The SMILES is N#C[C@]12C=C[C@@H]3[C@H](C=C1)[C@]3(C#N)S2(=O)=O. Its maximum force is 3.4 eV/A. Its gap between HOMO and LUMO is 10.217 eV. As for the total charge: 0. The HOMO energy is -0.376 Eh.

Question: Among the records above, which one has the highest HOMO?
Answer: C24H49Cl8INO5PS